Entry from the OMol25 dataset: a cluster of 2 separate species, C11H15N in total in a non-equilibrium geometry (ωB97M-V/def2-TZVPD).

Each line ends with the Mulliken charge.
Atoms and positions in Å:
N (1.1491, -0.0290, 1.4470)  -0.031
C (1.7148, 1.3117, 1.4396)  -0.804
C (1.4081, -0.6068, 0.2482)  -0.062
C (1.8574, -1.1986, -2.3190)  -0.503
H (2.8436, 2.6290, -1.4393)  0.266
C (2.6407, 2.7690, -0.3866)  -1.307
H (2.7134, 0.8796, -2.6016)  0.106
H (-4.2388, -1.2309, 2.5002)  0.245
C (1.2816, -2.1736, -1.4761)  -0.253
H (-4.6631, 0.1910, -0.1953)  0.208
H (1.5928, 2.0683, 2.1399)  0.416
H (0.7147, -2.7035, 0.5949)  0.304
H (2.0662, 3.6988, -0.1731)  0.324
H (3.7362, 3.0322, 0.0626)  0.213
H (0.7800, -3.1350, -1.8916)  0.253
C (-4.4746, -0.8162, 0.2975)  -0.685
H (-3.2574, 0.0970, 1.8894)  0.212
H (0.7804, -0.4539, 2.3015)  0.205
H (-4.8401, 0.4343, 2.0924)  0.292
C (-4.2415, -0.3994, 1.7213)  -0.751
C (2.0640, 0.3519, -0.6273)  0.968
C (1.1703, -1.9773, -0.1088)  -0.725
C (2.1322, 1.5936, 0.1743)  0.831
H (-5.5390, -1.3403, 0.0087)  0.218
H (2.1199, -1.4886, -3.4113)  0.220
C (2.3132, 0.0079, -1.9324)  -0.420
H (-3.8241, -1.5116, -0.3552)  0.259

Values from the calculation:
Electronic energy = -482.8221 hartree
Kohn-Sham gap = 0.3204 Eh
SMILES string = Cc1c[nH]c2ccccc12.CC
Energy relative to the best compared isomer or geometry (same formula, charge and spin) = 244.5 kJ/mol
LUMO level = 0.8 eV